1.
The following is a DFT calculation (ωB97M-V/def2-TZVPD) of a structure of composition C31H38AsCrN6O4S2Si2 in a non-equilibrium geometry.

XYZ file:
```
85
Properties=species:S:1:pos:R:3:forces:R:3:mulliken_charge:R:1
C 7.3198 11.1048 12.3517 0.097 1.004 0.329 -1.200
C 12.2734 15.6845 13.4245 -0.452 1.198 0.835 -1.177
C 7.8555 11.6232 15.2136 -2.060 -0.004 1.242 -0.802
H 9.8864 8.3064 9.1367 -0.902 0.434 0.693 0.648
N 14.2359 11.4445 10.0827 -0.397 0.443 0.812 -0.363
C 6.6974 13.9795 13.6853 0.411 1.274 -0.001 -0.938
H 16.1409 11.5675 19.3449 -0.124 -0.460 -0.553 0.327
N 11.9937 10.8036 10.9460 0.990 0.377 -1.368 0.313
C 9.7147 15.6116 15.4012 0.068 -0.949 -0.250 -1.153
O 11.3068 12.2932 17.1030 0.024 -0.363 1.611 -0.648
H 10.3228 15.2415 16.2583 -0.109 0.412 -0.739 0.274
C 14.0404 12.4280 16.8618 -1.370 -0.583 -1.157 0.356
H 9.6365 16.6920 15.3893 -0.080 0.445 0.490 0.402
H 14.5254 13.8884 15.3029 0.120 -0.744 0.740 0.369
C 15.4321 11.8954 10.5063 -0.143 -1.717 -0.753 -0.222
H 11.0660 6.1422 11.8236 0.094 -0.135 0.303 0.413
C 11.2836 8.1994 12.3739 0.818 -1.641 1.441 -0.299
Si 10.4457 15.2259 13.6109 -1.337 -1.752 0.663 0.892
H 7.5463 11.2855 11.3053 -0.180 0.510 -0.145 0.213
H 5.7103 13.6790 14.0477 -0.073 0.185 -0.228 0.362
H 6.6803 14.4498 12.6725 -0.348 -0.276 0.760 0.193
H 13.8724 11.1036 18.5763 -0.688 -0.322 0.263 0.471
H 8.8467 11.3757 15.5808 -0.009 -0.076 0.042 0.097
N 13.5836 11.4992 12.3688 2.496 -0.782 0.018 0.327
C 12.0049 9.6737 15.5570 -0.237 2.056 0.162 0.382
C 13.2975 11.2539 11.0580 0.534 0.347 -0.496 0.290
Si 7.8465 12.5274 13.5999 1.326 -1.436 -1.489 0.350
As 9.9795 12.9777 12.8810 -0.085 1.521 -0.377 0.262
H 13.6866 8.8634 5.9639 -1.056 -0.010 1.531 0.105
C 12.0446 7.6159 6.6433 0.970 1.181 1.041 0.918
Cr 11.6774 11.1369 12.9790 -1.069 0.398 1.215 -0.401
C 9.4229 16.3467 12.4473 -0.476 0.371 0.659 -1.403
N 12.2750 6.6511 5.6715 0.206 -0.774 -0.563 -0.542
H 11.2060 5.2608 14.2050 0.484 0.564 -0.169 0.375
H 8.6910 15.1815 15.5941 0.979 0.434 -0.541 0.218
C 10.6325 8.5139 8.4242 2.045 0.068 -0.674 -0.548
H 12.6830 16.1163 14.3609 -0.537 0.393 -0.385 0.323
C 11.7339 8.6452 14.5797 0.822 -0.282 1.778 -0.015
C 11.4227 6.3094 13.9432 0.337 0.700 0.917 -0.905
C 16.7392 12.5843 17.6047 0.688 0.896 -1.185 -0.500
H 17.8292 12.5138 17.8849 -1.355 0.516 -0.412 0.307
C 12.8648 8.7741 6.7658 1.010 -1.155 -3.202 -0.666
C 15.8776 11.8763 11.8371 0.310 1.329 0.331 -1.043
H 16.9629 13.8856 15.8864 -0.497 -0.088 0.207 0.384
H 12.3350 16.3979 12.5932 0.356 -0.094 0.192 0.353
O 11.3784 12.2105 8.9329 -0.054 0.400 -0.319 -0.745
C 16.2432 13.3202 16.4920 0.949 -0.521 0.300 -0.493
H 7.1260 14.7508 14.3996 -0.563 -0.912 -0.823 0.209
H 13.1241 6.5625 5.1102 -0.331 0.826 0.743 0.199
H 11.9358 5.9820 16.6891 0.134 0.497 -0.138 0.291
H 11.1603 8.5577 11.3653 -0.146 0.129 0.000 0.295
O 12.2056 13.4187 15.1432 1.400 -0.912 1.553 -0.524
H 9.4019 15.9778 11.4403 -0.114 -0.645 -0.488 0.363
C 11.3077 6.7806 12.6724 -0.959 0.976 -1.194 -0.718
H 14.9108 11.6479 13.8552 0.765 0.110 0.711 0.570
C 11.9788 7.0283 16.3516 -0.622 -1.178 -0.318 -0.944
H 7.2068 10.7038 15.0723 0.797 0.794 0.414 0.261
H 12.9495 14.8763 13.3219 0.292 -1.142 -0.760 0.094
H 10.5176 6.5107 7.6090 -0.098 0.551 0.139 0.175
C 14.4785 11.7254 17.9684 1.249 1.055 -0.274 -0.422
C 15.8271 11.9059 18.3491 -0.904 -0.808 1.504 -0.483
C 11.7540 7.2839 14.9621 -0.444 -0.077 0.505 0.965
C 14.8963 13.2652 16.1470 0.512 0.599 -0.518 -0.478
H 12.0375 10.1814 17.6577 0.156 -0.480 -0.318 0.753
H 12.1429 7.7924 18.3252 -0.045 -0.186 0.220 0.415
S 12.3089 12.3030 16.0906 -0.934 0.574 -3.674 0.547
H 7.3128 12.2947 15.9624 0.788 -0.944 -0.547 0.263
H 13.1324 10.6964 7.7071 0.460 0.503 -0.077 0.536
N 12.0829 10.9904 15.0313 1.004 -0.508 2.009 0.780
C 12.0708 9.3732 16.9215 -0.158 0.598 -0.984 -0.971
H 9.9328 17.2936 12.3325 0.095 0.701 0.268 0.456
H 16.1501 12.0328 9.6733 -0.400 0.339 0.672 0.389
H 8.3622 16.5501 12.7647 1.018 -0.292 -0.135 0.273
C 11.0224 7.4897 7.6021 -0.157 -1.723 -1.502 -0.573
H 6.2564 10.9095 12.4787 -0.197 -0.344 -0.053 0.401
O 9.7213 10.6008 9.9845 0.865 0.661 -0.057 -0.658
H 11.8991 5.7249 5.8033 -0.317 0.248 0.314 0.199
H 16.8811 12.3266 12.0700 -1.078 -1.015 -0.063 0.294
H 7.9099 10.2102 12.5387 -0.038 -0.181 0.540 0.212
C 12.5576 9.8078 7.6039 -0.897 -0.754 0.206 -0.569
S 11.0640 10.9686 9.5632 -0.717 -0.953 1.084 1.320
C 14.8890 11.6350 12.7922 -2.519 0.574 -2.179 -0.132
N 11.5017 9.0677 13.3422 -0.484 -0.019 -2.105 0.421
C 11.4237 9.6636 8.3788 -0.174 0.798 1.838 -0.198
C 12.0575 8.0397 17.2803 0.263 -0.754 -0.084 -0.865
```
Positions in Å, forces in eV/Å.

Its spin multiplicity is 5. Its net charge is -1. As for the energy: -6489.29093 hartree.

=====

2.
The following is a DFT calculation (ωB97M-V/def2-TZVPD) of a structure of composition C31H38AsN5OSeTi.

XYZ file:
```
78
Properties=species:S:1:pos:R:3:forces:R:3:mulliken_charge:R:1
H -1.0026 3.8302 5.0862 -0.003 0.001 -0.004 0.401
C -1.1904 -4.6355 -0.8197 0.099 -0.014 0.006 -1.282
C -0.1123 -0.5029 -2.7973 0.110 -0.096 -0.076 -0.437
O 0.2567 -1.9387 0.4293 0.066 0.243 -0.280 0.406
C 2.3245 3.0655 -2.4528 0.031 0.035 -0.050 -0.980
C 1.3875 -0.4359 -4.6776 0.013 0.048 -0.025 -0.740
H -1.1802 -4.2226 -1.8220 0.015 0.032 -0.010 0.396
N -0.9387 0.1148 -1.8495 -0.019 0.153 0.025 1.372
H 1.2857 3.6299 1.4811 0.000 -0.024 -0.014 0.447
H 1.5811 -5.4173 0.2485 0.017 0.004 -0.001 0.478
C -0.7952 1.3177 2.8232 0.104 0.181 -0.097 0.105
C 1.2095 3.6574 -1.8838 -0.003 0.048 -0.010 -1.182
N -1.5363 1.2000 -2.3345 -0.011 -0.006 -0.030 -0.965
H -2.8935 3.3001 -2.8399 -0.002 0.005 -0.006 0.457
H 2.8038 -0.8803 -2.3738 0.034 0.004 0.052 0.190
C 0.5925 3.1601 2.1638 0.033 -0.076 -0.018 -1.189
H -0.7212 -5.6240 -0.8248 -0.002 -0.002 0.007 0.480
C -3.0248 2.9627 -1.8185 0.033 -0.039 -0.016 -0.633
C -3.8302 3.6396 -0.9302 -0.009 0.025 -0.027 -0.560
C -2.4523 1.2978 -0.0892 0.106 0.087 -0.079 1.172
C 1.5329 -1.8174 -4.6336 0.040 -0.080 -0.061 -0.776
C 0.8348 -2.5438 -3.6769 -0.016 -0.043 -0.011 -0.054
C 0.5744 0.2266 -3.7738 -0.076 -0.099 0.074 -0.120
H 4.1213 0.0851 0.9325 -0.005 0.001 0.005 0.410
H 0.9115 -3.6261 -3.6514 0.008 0.004 -0.005 0.349
As -0.1617 -3.5664 0.4360 -0.191 0.028 0.009 0.278
H 3.6339 1.3742 -2.4318 -0.006 0.007 -0.003 0.377
Ti -1.0919 -0.3123 0.1371 -0.206 -0.802 0.413 -1.244
C 0.2141 3.8389 3.3109 0.003 0.011 0.027 -0.820
C -3.2829 2.0165 0.7698 -0.001 -0.046 0.032 -0.041
H 3.2687 -1.9178 -1.0183 -0.009 -0.003 -0.010 0.136
C 1.6005 -4.3314 0.1466 -0.065 -0.079 0.058 -1.232
N 0.3147 1.1596 0.7241 0.017 0.094 0.051 2.243
H 1.9263 0.1394 -5.4219 0.007 -0.009 -0.007 0.346
H 4.3376 -0.5909 -1.5057 -0.003 0.003 0.013 0.345
H 2.9039 -1.1801 1.2551 0.004 0.011 -0.007 0.071
H 2.5036 0.5203 1.5310 -0.007 0.011 0.012 0.061
C 0.5666 3.0343 -0.8265 0.037 -0.023 0.051 -0.229
N 2.5435 -0.0676 -0.4708 0.006 -0.022 0.077 1.100
H -0.5945 -2.4088 -2.0567 -0.049 -0.099 0.077 0.203
C 0.0650 1.8921 1.8575 -0.161 0.025 0.190 -0.017
C -2.3869 -0.4923 3.2438 -0.011 0.031 0.000 -1.043
C 3.0465 -0.1613 0.8821 -0.036 0.007 -0.019 -0.956
H -3.4114 1.6883 1.7936 -0.019 0.034 0.012 0.065
H -1.8543 1.5511 4.6643 0.011 0.007 -0.004 0.323
C 1.0159 1.8211 -0.3076 0.139 -0.081 -0.205 -0.600
C -1.1714 2.0059 3.9586 0.000 -0.030 -0.014 -0.372
C -3.9606 3.1634 0.3743 -0.031 0.001 0.064 -0.965
H 0.4650 1.3005 -3.7955 -0.013 0.017 0.015 0.576
H -0.3282 3.4725 -0.4018 -0.002 -0.011 0.009 0.644
H -3.2190 0.1338 2.9370 -0.006 -0.004 0.018 0.113
C 3.2795 -0.8907 -1.3923 -0.001 -0.018 -0.066 -1.012
H -1.6645 -3.8136 2.3991 0.014 -0.009 0.002 0.283
H 0.6275 4.8240 3.4948 -0.008 0.004 0.009 0.397
Se -2.8311 -1.9772 0.2349 0.177 0.095 0.009 -0.699
H -4.3587 4.5335 -1.2414 0.002 0.001 -0.001 0.359
H 1.9102 -4.0635 -0.8638 -0.007 0.009 -0.003 0.224
H -0.2861 -1.9243 3.0101 0.011 0.033 0.008 0.284
C -2.3370 1.8071 -1.4025 -0.101 0.170 -0.119 0.352
C -0.0486 -0.8738 3.1393 -0.012 -0.044 -0.080 -1.402
H 2.1738 -2.3226 -5.3460 0.001 -0.001 0.004 0.351
H 0.0458 -4.0006 2.9096 0.021 -0.020 -0.020 0.416
H -2.2155 -4.6675 -0.4676 0.007 0.005 0.031 0.379
C 2.1391 1.2070 -0.9079 -0.091 0.106 -0.003 -0.612
C 0.0152 -1.8908 -2.7736 0.046 0.228 -0.064 -0.105
H -2.6087 -1.5052 2.9181 -0.007 -0.003 0.017 0.094
H -4.5910 3.6896 1.0825 0.004 -0.003 0.006 0.406
H 2.8353 3.5372 -3.2839 -0.003 0.002 -0.006 0.371
C 2.7777 1.8478 -1.9684 0.026 -0.015 0.032 -0.181
N -1.1510 -0.0636 2.5771 -0.062 -0.050 0.034 2.066
H -0.7854 -5.3365 2.0789 0.004 0.000 -0.027 0.488
H -2.2837 -0.4644 4.3362 0.013 0.013 -0.018 0.511
C -0.6993 -4.2517 2.1572 0.006 -0.040 -0.011 -1.337
H 0.8202 4.5914 -2.2703 0.006 -0.001 -0.015 0.375
H 0.8751 -0.6540 2.6117 0.005 0.003 0.011 0.142
H 2.3056 -3.9001 0.8547 -0.017 0.017 0.016 0.318
H 0.0609 -0.6503 4.2080 0.006 -0.004 -0.019 0.414
C -0.6869 3.2869 4.2049 -0.013 0.054 0.063 -0.989
```
Positions in Å, forces in eV/Å.

Its energy relative to the best compared isomer or geometry (same formula, charge and spin) is 36.0 kJ/mol. Its spin multiplicity is 2. Its net charge is -1. As for the energy: -7039.84380 hartree.

=====

3.
The following is a DFT calculation (ωB97M-V/def2-TZVPD) of a structure of composition C31H38FeNO2 in a non-equilibrium geometry.

XYZ file:
```
73
Properties=species:S:1:pos:R:3:forces:R:3:mulliken_charge:R:1
C 3.7368 -1.4270 1.1698 -0.335 -0.469 -0.456 -0.715
H -4.3924 -0.3194 -1.2765 0.462 0.193 0.348 0.521
H 1.6612 -0.8397 3.1515 -0.367 0.069 0.198 0.508
H -2.8892 -1.6449 0.5623 0.097 0.293 -0.013 0.592
H 3.3730 -1.9317 2.0895 0.244 0.125 -0.512 0.332
O 2.9370 -1.2399 -2.5032 1.882 -0.699 -0.829 -0.204
Fe -1.6970 0.9262 -0.5584 -0.479 -1.254 5.493 0.869
C -0.5069 2.4972 0.4079 -0.162 1.012 -0.276 -0.635
H -3.4517 -0.9994 3.4773 -0.170 0.121 -0.182 0.447
C -2.4181 2.7169 -0.9246 1.049 2.866 0.004 -0.381
C -3.7464 0.4972 1.9299 -0.450 0.111 0.999 -0.166
C -4.7100 1.3364 1.3231 0.360 -0.118 0.014 -0.176
C 3.2039 -1.7152 -3.8568 -0.065 -0.515 -0.912 1.462
H 4.5716 -1.9762 0.7168 -0.070 -0.152 0.495 0.374
C -6.3974 0.5901 2.8956 0.019 -0.165 -0.063 -0.452
C 4.6698 -2.1665 -3.5602 -1.060 0.295 -0.144 -0.702
H -4.4178 1.9739 0.4873 -0.064 -0.252 0.361 0.000
H 3.5666 -0.8699 -5.7895 -0.065 0.019 -0.036 0.404
C -1.0729 -0.3113 -1.9226 -0.416 -2.309 -1.344 -0.262
C -2.4318 0.1459 -2.2246 0.343 -2.489 -1.710 -0.975
H 5.4438 -1.5743 -4.0504 -0.103 -0.035 0.101 0.334
C -5.9986 1.4103 1.8388 0.168 -0.131 -0.078 -0.920
H -2.7597 0.6794 -3.1160 0.257 -0.199 0.376 0.519
H 3.1074 1.8535 0.6130 0.061 -0.527 0.044 0.421
H 1.4850 0.0622 0.8301 0.077 0.061 -0.036 -0.931
C -4.1792 -0.3428 2.9990 0.172 0.208 -0.317 -0.148
C 3.3971 0.8283 0.3249 1.133 -0.249 -0.647 -0.396
C -1.2773 2.3892 -1.7724 0.297 3.232 -0.116 -1.098
H 3.4974 0.3318 -4.4858 -0.099 -0.083 -0.016 0.364
H 4.1633 -2.6079 -1.4940 0.100 0.180 0.153 0.122
C -3.3027 -0.3524 -1.2187 -0.040 -1.186 -0.166 -0.295
C -0.6150 1.1524 4.7612 0.124 -0.256 -0.500 -0.787
C 3.0594 -0.5960 -4.8612 -0.122 -0.159 -0.148 -1.747
H 1.6772 0.1214 -0.8877 0.607 -0.627 -0.066 -0.220
H 4.8495 -3.2396 -3.6818 0.001 0.300 -0.079 0.302
H 2.1192 -3.5403 -3.3363 0.039 0.275 -0.219 0.371
H -0.2300 -1.0452 1.5518 0.180 0.499 0.326 0.497
C -2.5056 -1.0533 -0.2601 0.048 -1.825 -1.469 -1.120
H 5.2361 0.1048 1.3695 -0.133 0.206 -0.081 0.389
H -0.7653 1.7070 5.6982 0.067 -0.273 -0.542 0.377
H 0.2048 2.6331 1.2182 -0.365 -0.438 0.036 0.474
H -5.7953 -0.9925 4.2548 0.040 0.179 -0.222 0.398
H 2.8276 -3.5213 -4.9671 -0.204 0.148 0.064 0.369
C 2.2255 -0.0846 0.0361 -0.659 -0.229 0.632 1.460
C 0.5825 0.4637 4.5192 -0.010 -0.188 -0.100 -0.697
C -1.4579 0.4279 2.5574 0.463 -0.393 0.935 -0.880
H 1.3832 0.4731 5.2696 -0.339 0.029 -0.392 0.390
C -5.4936 -0.3287 3.4446 0.068 0.395 -0.148 -0.761
C 0.7328 -0.2944 3.3412 -0.220 0.277 0.266 -0.009
H -6.6792 2.1350 1.3961 -0.005 -0.231 0.152 0.430
C 2.3178 -2.9066 -4.2125 -0.123 0.123 -0.218 -1.688
C -1.1208 -1.0139 -0.6688 -1.021 -1.943 -1.392 -1.256
H 3.8488 0.4075 2.3979 -0.074 -0.287 0.091 0.232
H 1.3770 -2.5337 -4.6451 0.089 -0.366 0.287 0.369
H 4.0634 0.9078 -0.5648 -0.543 0.013 0.401 0.227
C 4.1477 0.0216 1.4215 -0.129 0.723 -0.054 -0.640
H -7.4139 0.6538 3.2796 0.213 -0.021 -0.079 0.369
C 4.2768 -1.7547 -2.1640 -0.144 0.134 1.319 -0.444
H 0.8869 2.0008 -1.2697 -0.261 -0.110 -0.038 0.856
H -1.2561 2.4076 -2.8533 -0.127 -0.302 0.198 0.660
H -0.2984 -1.5461 -0.1978 -0.218 0.240 -0.312 1.345
H -0.1939 -0.2212 -2.5549 -0.227 0.182 0.245 0.823
H 4.9254 -0.9952 -1.7188 -0.256 0.011 0.183 0.201
H -3.4498 2.8948 -1.2518 0.656 -0.035 0.166 0.504
C -1.6130 1.1268 3.7827 0.067 0.052 0.037 -0.042
O 2.7162 -1.4534 0.1432 -0.102 1.437 0.529 -0.417
H 1.9932 -0.4716 -5.0814 0.184 0.341 0.019 0.363
H -2.5417 1.6681 3.9471 0.169 0.000 -0.050 0.467
H -2.4670 3.1917 1.2869 0.238 -0.501 -0.320 0.513
C -0.1265 2.1725 -0.9314 -0.141 2.484 -0.469 -0.189
C -0.2810 -0.3480 2.3863 -0.438 0.229 0.342 -0.767
C -1.9040 2.8128 0.4292 0.398 1.854 -0.820 -0.719
N -2.4080 0.5360 1.5525 -0.561 0.096 0.761 1.185
```
Positions in Å, forces in eV/Å.

Its energy relative to the best compared isomer or geometry (same formula, charge and spin) is 241.6 kJ/mol. Its spin multiplicity is 6. Its net charge is 0. As for the energy: -2672.70545 hartree.